(1)
DFT (the ωB97M-V functional and the def2-TZVPD basis) results for 4 unconnected molecules or ions with the total composition C7H23NO3 in a non-equilibrium geometry.

XYZ file:
```
34
C7H23NO3 (the ωB97M-V functional and the def2-TZVPD basis)
O 3.217 -0.456 2.351
O 0.429 -0.104 3.907
O -0.430 -2.297 2.075
N -0.167 0.631 -1.509
C -0.361 -0.548 -2.391
C -1.196 1.413 0.611
C 0.250 -1.869 -1.841
C -0.413 2.349 1.524
C -0.330 0.322 -0.092
C -1.873 -0.794 -2.522
C 1.081 1.294 -1.823
H -0.587 -1.570 1.489
H -0.463 -2.365 -1.199
H -0.338 -3.207 1.803
H 0.669 -1.035 3.941
H -2.095 1.011 1.085
H 1.228 2.139 -1.153
H -2.326 -1.240 -1.633
H 1.212 -1.683 -1.361
H -2.130 -1.397 -3.388
H 0.324 2.829 0.868
H 0.576 -2.483 -2.685
H -0.243 -0.162 3.225
H -0.989 3.245 1.780
H 0.656 0.154 0.357
H 2.506 -0.017 2.841
H -2.403 0.149 -2.572
H 3.641 0.281 1.903
H 1.013 1.700 -2.829
H -0.905 -0.576 0.112
H 0.029 1.937 2.424
H -1.574 1.975 -0.242
H 1.976 0.675 -1.674
H 0.016 -0.299 -3.381
```

The LUMO energy is 0.60 eV. The calculated total energy is -15263.65262 eV. For the HOMO-LUMO gap, the calculation gives 9.2 eV. Its relative energy (zero: lowest compared OMol25 entry of this formula, charge and spin) is 25.60 kcal per mole. As for the net charge: 0. Its spin multiplicity is 1. The highest occupied orbital energy comes out at -8.57 eV.

---

(2)
DFT (the ωB97M-V functional and the def2-TZVPD basis) results for a molecular structure, C8HCl7KO3.

XYZ file:
```
20
C8HCl7KO3 (the ωB97M-V functional and the def2-TZVPD basis)
K -0.351 -1.867 0.319
Cl 1.065 4.884 -3.089
Cl -1.074 -4.586 4.980
Cl 3.016 2.564 -2.322
Cl -2.015 4.366 -3.049
Cl 1.806 -4.160 4.695
Cl 1.883 -0.248 -1.532
Cl -3.129 1.537 -2.298
O -0.036 -1.671 2.961
O -0.095 -3.767 2.161
O -1.026 -0.410 -1.675
C -0.928 3.081 -2.650
C 0.811 1.038 -1.997
C -0.585 0.728 -1.982
C -1.427 1.834 -2.324
C 1.309 2.285 -2.327
C -0.004 -2.915 3.063
C 0.191 -3.424 4.516
C 0.447 3.326 -2.664
H 0.142 -2.597 5.212
```

The LUMO energy is 2.35 eV. The calculated total energy is -118441.87716 eV. For the HOMO-LUMO gap, the calculation gives 7.4 eV. Its relative energy (zero: lowest compared OMol25 entry of this formula, charge and spin) is 0.00 kcal per mole. As for the net charge: -1. Its spin multiplicity is 1. The highest occupied orbital energy comes out at -5.01 eV.

---

(3)
DFT (the ωB97M-V functional and the def2-TZVPD basis) results for 10 unconnected molecules or ions with the total composition C45H58BN9O5 in a non-equilibrium geometry.

XYZ file:
```
118
C45H58BN9O5 (the ωB97M-V functional and the def2-TZVPD basis)
O 2.450 8.805 -3.951
O 2.992 8.377 0.536
O 0.037 8.678 -4.045
O -1.948 8.206 -2.868
O 1.137 4.138 3.233
N -4.172 -9.572 -1.192
N 3.726 6.399 5.275
N 2.528 2.630 0.129
N 0.125 0.153 2.691
N -4.072 0.882 4.062
N -0.853 -4.143 3.597
N 4.898 4.231 -5.158
N -1.939 -12.553 -5.704
N -2.328 -4.186 -0.911
C -5.112 -10.439 -1.684
C -0.161 -1.688 1.478
C -0.875 -6.337 3.953
C 2.567 2.721 -2.092
C -0.599 -5.685 5.178
C -4.457 -11.412 -2.405
C 2.425 10.784 -0.478
C -6.226 0.902 3.511
C 1.372 -0.261 2.300
C -2.925 -9.985 -1.583
C -1.081 -4.599 -1.302
C -0.526 6.887 -0.334
C 0.078 4.938 2.524
C 0.786 6.323 1.976
C -4.948 1.057 3.022
C -1.183 -14.410 -6.662
C -0.290 7.354 1.212
C -1.025 -5.362 2.993
C 2.345 7.190 6.827
C -1.780 -13.903 -5.530
C 1.764 2.479 -1.000
C -3.073 -11.125 -2.341
C 2.071 5.814 6.639
C 0.131 7.780 -1.515
C 2.941 5.351 5.677
C -4.776 0.608 5.206
C 3.805 2.973 -0.231
C 1.302 8.636 -1.690
C -0.815 -0.715 2.199
C 1.224 -1.401 1.542
C -1.442 -12.192 -6.929
C -2.613 -6.027 -2.124
C 3.374 7.524 5.975
C -1.229 -5.739 -2.060
C -6.117 0.618 4.893
C 3.859 3.033 -1.605
C 6.145 3.818 -5.550
C -3.268 -5.054 -1.403
C -0.968 -13.327 -7.547
C -0.587 -4.331 4.928
C 1.309 8.853 -3.308
C 4.613 2.390 -6.372
C -0.655 8.069 -2.901
C 5.997 2.678 -6.307
C 3.958 3.364 -5.650
B 2.323 9.112 -0.530
H -2.107 -14.386 -4.619
H -4.587 1.278 2.026
H -4.368 -8.755 -0.627
H -0.071 0.969 3.255
H -1.319 7.150 1.761
H 1.758 11.305 -1.301
H 2.027 -1.965 1.085
H -2.524 -3.369 -0.347
H 2.199 2.508 1.078
H -1.623 6.553 -0.580
H 1.606 5.961 1.187
H 4.565 3.143 0.520
H -1.867 -0.565 2.402
H -3.082 -6.855 -2.640
H 1.847 7.864 7.512
H -0.414 -3.487 5.583
H -0.426 -6.304 -2.517
H -0.956 -7.404 3.789
H -1.239 -5.430 1.935
H 7.028 4.370 -5.257
H 4.734 3.276 -2.194
H -0.198 -4.047 -1.010
H 2.256 2.677 -3.128
H 3.066 4.367 5.244
H 1.405 6.897 2.797
H 1.958 4.710 3.155
H -2.270 -11.689 -2.797
H 2.016 11.187 0.560
H -7.138 0.983 2.934
H -0.330 4.241 1.670
H 2.906 3.513 -5.447
H -0.629 -2.516 0.962
H 3.883 8.463 5.807
H -6.930 0.439 5.586
H 0.113 5.879 -0.400
H -0.425 -6.152 6.139
H -0.516 -13.371 -8.530
H 4.703 5.048 -4.594
H 3.506 11.178 -0.621
H -2.042 -9.433 -1.291
H -2.356 -11.921 -5.033
H -4.926 -12.241 -2.920
H 1.321 5.225 7.150
H 6.800 2.113 -6.764
H 2.255 0.291 2.592
H -4.264 0.432 6.142
H -3.065 0.943 3.996
H -0.911 -3.246 3.132
H -1.469 -11.161 -7.256
H -4.320 -4.904 -1.200
H -0.010 8.479 1.304
H 0.718 2.212 -0.929
H 4.453 6.351 4.573
H -6.164 -10.289 -1.480
H 2.684 8.850 1.390
H -0.717 5.213 3.341
H 4.144 1.562 -6.887
H -0.928 -15.449 -6.831
```

The LUMO energy is -1.51 eV. The calculated total energy is -71923.26269 eV. For the HOMO-LUMO gap, the calculation gives 6.5 eV. Its relative energy (zero: lowest compared OMol25 entry of this formula, charge and spin) is 126.08 kcal per mole. As for the net charge: 0. Its spin multiplicity is 1. The highest occupied orbital energy comes out at -8.05 eV.

---

(4)
DFT (the ωB97M-V functional and the def2-TZVPD basis) results for a single C12H13FN3O4PS2 molecule in a non-equilibrium geometry.

XYZ file:
```
36
C12H13FN3O4PS2 (the ωB97M-V functional and the def2-TZVPD basis)
S -1.934 3.856 2.414
S -2.483 -1.266 2.425
P -1.558 -3.326 -0.886
F -0.465 2.077 -2.138
O -2.454 -1.304 0.767
O -1.047 -0.493 2.729
O -3.539 -0.344 2.699
O 0.429 0.337 -3.067
N 1.422 2.061 0.824
N -0.185 -4.027 -1.205
N -1.474 1.389 1.283
C 2.358 2.919 0.415
C -1.684 2.458 1.801
C 2.374 0.462 -0.670
C -1.259 -1.950 0.282
C -1.148 -0.012 -1.311
C -0.348 -0.895 -0.356
C 3.329 2.635 -0.533
C 3.338 1.363 -1.101
C 1.429 0.839 0.281
C -0.296 0.766 -2.257
C -0.473 0.477 1.838
C 0.399 -0.162 0.762
H 0.971 -0.925 1.293
H -1.745 -0.655 -1.954
H 0.201 1.055 2.456
H 0.368 -1.465 -0.948
H 2.354 -0.532 -1.086
H -2.489 -4.166 -0.252
H 4.054 3.377 -0.814
H 2.342 3.902 0.863
H 4.058 1.087 -1.851
H -0.695 -2.410 1.092
H -1.841 0.652 -0.817
H -2.129 -2.781 -2.049
H -0.181 -4.998 -0.926
```

The LUMO energy is 0.45 eV. The calculated total energy is -58989.95063 eV. For the HOMO-LUMO gap, the calculation gives 9.7 eV. As for the net charge: 0. Its spin multiplicity is 1. The highest occupied orbital energy comes out at -9.22 eV.

---

(5)
DFT (the ωB97M-V functional and the def2-TZVPD basis) results for a molecular structure, C18H12N5OsS.

XYZ file:
```
37
C18H12N5OsS (the ωB97M-V functional and the def2-TZVPD basis)
Os 0.615 -0.436 0.433
S 1.672 -1.883 1.416
N 2.207 1.191 -2.042
N 1.058 1.427 0.054
N -0.707 0.276 1.846
N 0.247 2.488 2.050
N 0.935 -0.810 -1.570
C 3.288 3.995 -1.330
C -1.660 -0.602 2.278
C 1.416 -1.618 -4.180
C 2.107 4.777 1.132
C -1.510 1.837 3.465
C 1.674 -0.027 -2.392
C -0.634 1.500 2.422
C 2.415 3.171 -0.648
C -2.535 -0.310 3.281
C 1.909 1.829 -0.975
C 1.839 3.552 0.553
C 0.966 2.453 0.993
C 0.640 -2.412 -3.328
C 0.426 -1.981 -2.052
C -2.455 0.946 3.895
C 1.927 -0.438 -3.709
C 2.993 5.611 0.459
C 3.573 5.227 -0.751
H 2.531 0.217 -4.319
H -3.267 -1.046 3.580
H 3.238 6.577 0.879
H 3.727 3.692 -2.270
H -3.132 1.211 4.696
H -0.155 -2.558 -1.349
H 4.257 5.902 -1.246
H -1.669 -1.557 1.777
H -1.401 2.821 3.896
H 1.646 5.068 2.066
H 1.609 -1.929 -5.198
H 0.210 -3.347 -3.653
```

The LUMO energy is -4.87 eV. The calculated total energy is -39608.91999 eV. For the HOMO-LUMO gap, the calculation gives 6.6 eV. Its relative energy (zero: lowest compared OMol25 entry of this formula, charge and spin) is 0.00 kcal per mole. As for the net charge: +1. Its spin multiplicity is 1. The highest occupied orbital energy comes out at -11.48 eV.

---

(6)
DFT (the ωB97M-V functional and the def2-TZVPD basis) results for a molecular structure, C24H44Cl3IrN2O4Si in a non-equilibrium geometry.

XYZ file:
```
79
C24H44Cl3IrN2O4Si (the ωB97M-V functional and the def2-TZVPD basis)
Ir -0.055 2.874 -0.306
Cl -1.523 0.990 -0.404
Cl 0.852 2.003 1.526
Cl 1.998 3.833 -0.868
Si -0.480 0.588 -3.340
O -0.476 -1.030 -3.612
O 0.493 -1.735 2.262
O 3.666 -0.424 0.238
O -0.615 4.621 0.363
N -0.003 5.837 2.154
N 3.142 -1.503 -1.738
C -1.192 -2.447 -1.720
C -0.739 -1.104 2.656
C -2.203 -2.717 -5.454
C -0.323 7.023 2.894
C 3.404 -1.439 -0.395
C 0.397 -3.216 -0.114
C 3.236 -0.308 -2.562
C -2.119 1.023 -4.246
C 1.350 5.316 2.276
C -0.914 5.357 1.331
C -0.550 -0.308 3.973
C -1.938 -3.812 0.110
C -0.461 -5.108 -5.056
C -0.724 2.899 -2.246
C 0.860 -0.732 4.455
C -0.616 -3.901 0.547
C -0.534 -4.003 -4.083
C -1.465 -1.940 -3.147
C 0.830 1.420 -4.504
C 0.088 -2.410 -1.195
C -1.438 -3.020 -4.196
C 3.156 -2.790 -2.434
C 1.520 -1.334 3.195
C -2.240 -3.059 -1.022
H 1.743 5.618 3.259
H -0.571 0.765 3.733
H 0.200 6.982 3.843
H 2.375 -0.333 -3.246
H 2.372 -2.784 -3.208
H -2.167 2.023 -4.726
H -0.086 3.444 -2.946
H 0.166 -3.985 -3.256
H -1.392 7.087 3.072
H -1.573 -2.801 -6.360
H -3.069 -3.408 -5.556
H -3.262 -2.943 -1.391
H 0.866 2.517 -4.499
H 2.127 -2.226 3.421
H -0.014 7.929 2.368
H -1.346 -0.530 4.699
H -0.160 -4.756 -6.049
H 2.956 -3.601 -1.714
H 2.018 5.678 1.477
H -2.733 -4.336 0.648
H -1.493 -1.900 2.793
H 3.195 0.576 -1.910
H 4.129 -2.966 -2.929
H -1.174 3.634 -1.507
H -0.371 -4.515 1.409
H -2.986 0.906 -3.572
H 1.313 4.221 2.245
H 1.851 1.086 -4.335
H -1.951 5.675 1.473
H -1.479 -5.503 -5.150
H 4.158 -0.334 -3.164
H -2.613 -1.702 -5.413
H -1.708 2.704 -2.726
H 0.200 -5.911 -4.723
H -1.026 -0.435 1.826
H 0.576 1.139 -5.536
H 1.419 -3.297 0.218
H 0.754 -1.507 5.224
H 0.819 -1.770 -1.684
H 1.434 0.109 4.846
H 3.300 -2.421 0.106
H -2.462 -1.471 -3.130
H 2.154 -0.591 2.684
H -2.210 0.326 -5.101
```

The LUMO energy (spin up / spin down) is -0.30 / -2.13 eV. The calculated total energy is -85051.23259 eV. For the HOMO-LUMO gap (spin up / spin down), the calculation gives 5.6 / 6.0 eV. Its relative energy (zero: lowest compared OMol25 entry of this formula, charge and spin) is 52.36 kcal per mole. As for the net charge: 0. Its spin multiplicity is 5. Its expectation value of S² is 6.02. The highest occupied orbital energy (spin up / spin down) comes out at -5.87 / -8.13 eV.

---

- calculated total energy of number 6 (C24H44Cl3IrN2O4Si)?
  -85051.23259 eV